1.
69
Properties=species:S:1:pos:R:3:forces:R:3:lowdin_charge:R:1 method="wB97M-V/def2-TZVPD" total_energy_ev=-93517.366 lumo_energy_ev=-4.3 multiplicity=1 charge=+1
H 0.094 -5.654 3.749 0.0163 -0.0074 -0.1213 0.067
H 1.423 -4.601 3.219 -0.0072 -0.1583 0.0198 0.048
H -3.802 2.120 3.534 -0.0093 0.0427 0.0158 0.068
H -7.035 4.590 2.111 0.0174 -0.0277 0.0348 0.090
H -7.584 4.908 5.980 0.0253 -0.0538 0.0107 0.093
H 6.402 -0.461 -0.275 0.1144 0.0135 0.0279 0.066
N -0.780 -0.733 2.190 0.3399 0.7208 -1.0741 0.112
H 0.020 1.699 -4.781 0.0116 -0.0063 -0.0023 0.090
C -0.979 0.487 2.005 0.1599 0.2616 0.7813 -0.672
H 2.972 -1.168 -1.642 0.0223 0.1790 -0.1884 0.080
H 1.264 1.380 -3.552 0.0149 -0.0322 -0.0015 0.087
C 1.587 -2.843 0.424 -0.0854 0.7195 0.1255 -0.584
C 0.477 0.931 -4.159 -0.0494 0.1109 0.0567 -0.091
H -8.843 5.074 4.733 0.0281 -0.0227 -0.0238 0.088
Cl -0.772 -5.070 1.125 -0.1775 0.2376 -0.1674 0.697
C 5.157 -1.152 -1.790 -0.3989 -0.3399 0.2921 -0.277
Cl 2.330 -4.426 0.484 -0.0159 0.2081 0.1236 0.732
O -5.805 2.501 3.173 -0.2714 0.0075 -0.1178 -0.207
H 3.124 1.968 -7.659 0.0396 -0.0098 0.0484 0.094
C 2.452 -1.655 0.938 0.2945 -0.8364 -0.1207 -0.297
H -4.449 1.578 1.967 -0.1101 -0.0096 0.0113 0.083
P 2.555 -0.250 -5.148 0.0881 0.0019 -0.2272 0.350
H 6.454 -2.103 -0.484 0.0048 0.0301 0.1682 0.060
H 1.099 -0.397 -0.244 0.2376 0.2282 -0.0370 0.145
C -0.462 -3.558 3.414 0.6110 -0.0208 0.2015 -0.236
C -4.468 2.376 2.707 0.1276 -0.0923 0.0168 -0.153
H -4.134 3.304 2.235 0.0045 0.0117 0.0381 0.079
C 3.834 -1.436 0.338 -0.7796 -0.0285 -0.5524 -0.171
N 0.261 -1.286 1.439 -0.2938 -0.4627 0.2382 -0.034
H -0.284 0.504 -3.508 0.0126 -0.0500 -0.0271 0.085
O 3.288 -0.581 -3.924 -0.1211 0.2472 -0.1741 -0.211
H -5.791 5.833 1.868 0.0353 0.0007 0.0480 0.089
H 4.575 -1.999 -6.016 -0.0271 0.0367 0.0267 0.090
C -6.490 5.406 2.585 -0.0765 0.0854 -0.0976 -0.088
H 1.720 0.341 1.291 -0.6193 0.1183 0.1440 0.148
O 2.624 -1.318 -6.308 -0.2980 0.0625 0.0846 -0.208
H 4.305 -2.420 0.275 -0.0023 -0.0054 0.0788 0.098
H 0.829 -4.516 4.867 -0.1175 0.0680 0.0019 0.084
S -1.207 2.011 2.019 -0.0271 -0.6589 -0.2012 0.949
H 1.780 2.512 -6.639 0.0105 -0.0121 0.0176 0.089
C 1.390 -0.568 0.793 0.6401 -0.0516 0.5534 -0.035
H 5.335 -0.466 -2.612 -0.1419 0.0254 -0.0123 0.090
H -7.193 6.177 2.896 0.0056 -0.0087 0.0101 0.090
H 1.721 0.911 -7.411 0.0213 -0.0372 0.0342 0.092
H 5.025 -2.150 -2.214 0.0704 0.0896 -0.1747 0.114
C 2.371 1.649 -6.942 -0.0482 0.0896 -0.1461 -0.080
C 0.520 -4.658 3.831 -0.0013 0.1773 -0.0318 -0.114
O -5.746 4.964 3.727 0.0986 -0.1462 0.1230 -0.217
P -6.044 3.532 4.361 -0.1780 0.0656 0.2207 0.332
C 0.338 -2.569 1.256 -0.1182 -0.3068 -0.0200 -0.162
C 3.923 -1.657 -6.819 0.2014 -0.0886 -0.0739 -0.070
H 1.325 -2.581 -0.610 -0.0418 -0.4805 -0.1104 0.135
C -0.693 -3.460 1.876 -0.0752 -0.2439 0.3891 -0.602
H 4.370 -0.797 -7.319 -0.0007 0.0126 0.0433 0.090
C 3.813 -0.795 -1.061 1.3960 -0.2297 0.4819 -0.186
H -1.669 -3.004 1.720 0.0653 0.0898 -0.1088 0.109
C -8.285 4.366 5.346 -0.1215 0.1344 0.1177 -0.075
H 4.419 -0.866 1.058 0.0257 0.0837 -0.0892 0.121
H -8.979 3.811 5.971 0.0454 -0.0605 -0.0137 0.094
O -7.615 3.434 4.483 0.1365 -0.1365 -0.2719 -0.209
O 3.046 1.118 -5.792 0.0432 -0.1117 0.2615 -0.211
O 0.983 -0.109 -5.001 0.0429 -0.1862 -0.1236 -0.208
H 3.778 0.295 -0.978 -0.3815 -0.0186 -0.0208 0.115
H -1.421 -3.654 3.919 -0.0645 -0.1259 -0.1479 0.121
H 2.598 -1.897 1.998 -0.1120 0.4057 0.1006 0.155
O -5.271 3.280 5.572 0.1726 0.2093 -0.1279 -0.212
H -0.031 -2.614 3.757 -0.2208 0.1081 -0.0943 0.102
H 3.788 -2.457 -7.540 -0.1063 0.0034 0.0300 0.094
N 6.346 -1.214 -0.945 -0.0821 0.1810 -0.2770 -0.005


2.
9
Properties=species:S:1:pos:R:3:forces:R:3:lowdin_charge:R:1 method="wB97M-V/def2-TZVPD" total_energy_ev=-15490.916 lumo_energy_ev=0.9 multiplicity=1 de_lowest_kj_mol=19.6
N 0.045 -2.666 0.883 -0.0137 -0.2624 -0.0258 0.098
C -0.664 -2.414 -0.270 0.5917 -0.0342 1.3827 -0.420
S 0.615 5.671 -0.993 -0.2799 0.1599 -0.0146 0.463
H -0.110 -2.769 -1.149 -0.2035 0.0501 -0.3373 0.121
H -0.210 5.029 -0.150 0.0893 0.0262 -0.0641 -0.224
H 0.808 -3.319 0.878 0.1009 -0.0120 -0.2332 0.081
H 1.632 4.860 -0.723 0.1899 -0.1870 0.0775 -0.239
O -1.714 -1.829 -0.262 -0.3056 0.0500 -0.5184 0.020
H -0.402 -2.563 1.784 -0.1689 0.2096 -0.2669 0.099